2 unconnected molecules or ions with the total composition CHClN3O. Source: OMol25; level of theory: ωB97M-V/def2-TZVPD.

## Properties
Molar mass, u: 106.5
HOMO, eV: -16.17
HOMO-LUMO gap, eV: 10.3
Total energy, Ha: -737.94907
Charge: +1
Relative energy (zero: lowest compared OMol25 entry of this formula, charge and spin), kcal/mol: 75.5

Bonds (Å) are listed after each position.
Geometry (Å):
1 C 1.05 0.25 -0.05  N4 1.155, H7 1.043
2 N -2.31 -3.09 -0.25  N3 1.107
3 N -1.50 -2.41 0.08  N2 1.107, O5 1.201
4 N 2.00 -0.41 -0.11  C1 1.155, Cl6 1.576
5 O -0.59 -1.69 0.36  N3 1.201
6 Cl 3.19 -1.43 0.00  N4 1.576
7 H 0.05 0.45 -0.24  C1 1.043